[1]
Molecular formula: C34H26F9NOP2Pt
Method: DFT, ωB97M-V with the def2-TZVPD basis set

Last column: Mulliken charge in e.
Geometry (Å):
Pt  0.48  0.65  1.08  3.682
C  1.77  3.23  -0.98  -0.934
P  0.02  3.78  -1.37  -0.328
C  -0.35  3.08  -3.01  0.184
C  -0.92  3.97  -3.93  -0.806
C  -1.33  3.53  -5.19  -0.636
C  -1.16  2.20  -5.54  -0.605
C  -0.59  1.31  -4.64  -0.751
C  -0.19  1.74  -3.38  0.900
C  -0.95  2.70  -0.25  0.083
C  -0.67  2.82  1.13  -0.591
C  -1.49  2.21  2.09  -0.740
C  -2.58  1.45  1.68  -0.224
C  -2.88  1.35  0.32  -0.771
C  -2.09  1.97  -0.63  0.118
C  2.14  1.82  -1.32  -0.223
C  2.88  1.34  -2.37  -0.716
C  2.87  -0.09  -2.28  -1.169
C  2.15  -0.41  -1.16  0.284
C  1.72  -1.72  -0.56  -1.411
P  -0.01  -1.46  0.01  0.757
C  -1.02  -1.98  -1.40  0.371
C  -2.28  -2.55  -1.17  -0.852
C  -3.06  -2.98  -2.23  -0.656
C  -2.60  -2.84  -3.53  -0.636
C  -1.36  -2.26  -3.77  -0.719
C  -0.58  -1.82  -2.71  -0.631
C  -0.35  -2.72  1.27  0.599
C  -0.87  -2.34  2.51  0.018
C  -1.13  -3.30  3.49  -0.660
C  -0.85  -4.63  3.24  -0.597
C  -0.32  -5.02  2.01  -0.742
C  -0.08  -4.07  1.03  -0.417
N  1.71  0.76  -0.57  -0.057
H  1.89  3.43  0.08  0.179
H  2.41  3.92  -1.52  0.611
H  -1.04  5.01  -3.65  0.366
H  -1.77  4.23  -5.89  0.397
H  -1.49  1.85  -6.52  0.390
H  -0.47  0.27  -4.91  0.377
H  0.23  1.03  -2.68  0.196
H  0.09  3.53  1.45  0.455
H  -1.30  2.38  3.14  0.239
H  -3.22  0.98  2.42  0.407
H  -3.75  0.78  0.00  0.416
H  -2.35  1.91  -1.68  0.459
H  3.36  1.94  -3.13  0.505
H  3.34  -0.79  -2.96  0.550
H  2.30  -1.99  0.32  0.473
H  1.78  -2.53  -1.29  0.681
H  -2.63  -2.67  -0.15  0.432
H  -4.03  -3.42  -2.03  0.426
H  -3.21  -3.19  -4.36  0.388
H  -1.00  -2.16  -4.79  0.457
H  0.38  -1.35  -2.91  0.270
H  -1.05  -1.29  2.72  0.059
H  -1.52  -2.99  4.45  0.443
H  -1.04  -5.38  4.00  0.367
H  -0.10  -6.06  1.82  0.422
H  0.32  -4.38  0.06  0.368
F  2.00  -1.81  3.60  -0.224
C  2.64  -0.64  3.63  0.447
F  3.13  -0.42  2.39  -0.251
F  3.68  -0.75  4.45  -0.255
C  1.62  0.51  4.01  0.666
O  0.50  0.50  3.24  -1.182
C  2.37  1.90  3.92  0.430
F  2.65  2.19  2.63  -0.251
F  1.58  2.88  4.37  -0.280
F  3.52  1.93  4.60  -0.259
C  1.16  0.29  5.49  0.357
F  0.53  -0.89  5.59  -0.184
F  0.28  1.24  5.85  -0.238
F  2.17  0.30  6.37  -0.234

Frontier orbital gap (spin up / spin down) = 7.88 / 5.86 eV
2S+1 = 3
HOMO (spin up / spin down) = -7.50 / -7.58 eV


[2]
Molecular formula: C4H8FNO
Method: DFT, ωB97M-V with the def2-TZVPD basis set

Last column: Mulliken charge in e.
Geometry (Å):
C  2.57  0.54  -0.17  -0.664
O  2.09  -0.79  -0.16  -0.358
C  0.76  -0.91  0.00  -0.240
C  -0.24  0.02  0.14  0.516
F  -0.02  1.37  0.19  -0.294
C  -1.64  -0.35  0.45  -0.405
N  -2.49  -0.01  -0.67  -0.646
H  2.36  1.02  -1.15  0.298
H  2.12  1.08  0.64  0.312
H  3.69  0.43  -0.07  0.201
H  0.34  -1.94  -0.02  0.217
H  -1.92  0.16  1.36  0.267
H  -1.68  -1.43  0.69  0.336
H  -2.52  0.97  -0.87  0.226
H  -3.43  -0.18  -0.36  0.237

Frontier orbital gap = 9.51 eV
SMILES string = CO/C=C(\F)CN
HOMO = -8.57 eV


What are the energy relative to the best compared isomer or geometry (same formula, charge and spin) values for these records? In order: 30.6, 133.6 kJ/mol.
What are the max |F| values for these records? In order: 1.07, 2.41 eV Å⁻¹.